[1]
46
Properties=species:S:1:pos:R:3:forces:R:3:nbo_charge:R:1 method="wB97M-V/def2-TZVPD" total_energy_ev=-26131.19827 de_lowest_kj_mol=167.0 homo_lumo_gap_ev=8.49 homo_energy_ev=-8.2 multiplicity=1
C 0.60227 -0.05958 -2.50558 0.196 -0.220 -0.151 -0.616
C 1.00870 -1.53069 -2.44967 -0.133 0.393 -0.052 -0.213
N 0.82612 -2.07799 -1.11092 -0.011 -0.173 0.045 -0.488
C 2.05138 -2.18682 -0.34119 0.268 -0.127 0.004 -0.201
C 3.00897 -3.30500 -0.76819 -0.266 0.221 0.025 -0.635
C -0.02765 -3.24665 -1.05486 -0.265 -0.040 -0.249 -0.210
C -1.50450 -2.85129 -1.14323 0.224 -0.084 0.295 -0.408
C -2.00488 -2.15516 0.12293 -0.284 -0.370 -0.192 -0.215
N -1.37723 -0.87295 0.31608 0.220 0.307 0.076 -0.572
C -1.96072 0.21613 0.79976 0.042 0.008 0.014 0.400
C -3.42963 0.18819 1.08297 -0.068 0.101 0.039 -0.698
C -1.21831 1.36644 1.04679 0.018 -0.324 -0.120 -0.395
C 0.22742 1.43489 0.92936 -0.271 -0.233 0.013 0.549
O 0.99667 0.53832 0.60573 0.116 0.094 0.056 -0.612
C 0.61684 2.81740 1.30577 -0.098 0.587 0.182 -0.139
C 1.86299 3.40836 1.35566 -0.053 -0.107 -0.027 -0.168
C 1.94039 4.74125 1.74400 0.121 -0.065 -0.030 -0.202
C 0.79883 5.45494 2.07366 -0.113 0.071 0.033 -0.197
C -0.45671 4.85879 2.02478 -0.069 -0.086 -0.018 -0.200
C -0.53379 3.53685 1.63772 0.595 0.135 -0.015 -0.037
C -1.72785 2.65609 1.49757 -0.382 -0.162 -0.023 0.534
O -2.87671 2.99984 1.72289 0.190 0.225 0.041 -0.582
H -0.46346 0.05610 -2.32454 -0.134 0.035 0.049 0.199
H 1.13870 0.49698 -1.74328 0.032 0.091 0.036 0.228
H 0.83836 0.35910 -3.48111 -0.012 0.100 -0.138 0.203
H 0.41070 -2.10108 -3.16786 0.085 -0.040 0.027 0.185
H 2.05580 -1.61535 -2.76279 -0.045 -0.116 -0.019 0.184
H 1.77099 -2.33723 0.70543 0.061 0.112 0.018 0.193
H 2.55467 -1.22141 -0.40372 -0.009 0.006 0.122 0.213
H 3.30618 -3.19148 -1.80851 0.069 -0.032 -0.099 0.201
H 3.90403 -3.27366 -0.15269 0.122 -0.045 0.048 0.215
H 2.54411 -4.28152 -0.64968 0.005 -0.129 0.002 0.199
H 0.14137 -3.75403 -0.10164 0.023 -0.060 0.005 0.195
H 0.19556 -3.96723 -1.86033 0.048 -0.009 0.124 0.175
H -1.65637 -2.19347 -1.99913 -0.068 0.003 -0.113 0.207
H -2.10366 -3.75102 -1.29608 -0.051 0.007 -0.030 0.213
H -1.79299 -2.79661 0.98982 -0.103 0.005 -0.056 0.189
H -3.08743 -2.03219 0.05360 0.124 -0.006 0.090 0.209
H -0.37169 -0.84290 0.10833 -0.136 0.107 0.039 0.475
H -3.75075 1.15646 1.45405 0.016 -0.075 -0.027 0.283
H -3.65549 -0.57174 1.82979 -0.025 -0.113 0.000 0.228
H -3.98895 -0.03933 0.17621 -0.041 -0.081 -0.047 0.227
H 2.74791 2.84581 1.09861 0.079 -0.062 -0.026 0.225
H 2.90386 5.22812 1.78970 0.063 0.039 0.006 0.214
H 0.88661 6.48933 2.37306 0.012 0.071 0.020 0.215
H -1.35066 5.40695 2.28072 -0.095 0.042 0.023 0.229

=====

[2]
54
Properties=species:S:1:pos:R:3:forces:R:3:lowdin_spin:R:1 method="wB97M-V/def2-TZVPD" total_energy_ev=-75425.54865 de_lowest_kj_mol=343.7 homo_lumo_gap_ev="6.64 / 6.25" total_charge=-1 homo_energy_ev="-4.4 / -4.5" multiplicity=3 s2=2.043
C -0.75914 -1.30133 -0.75348 -0.322 -0.016 -0.236 0.229
C -2.01956 -0.71140 -1.01360 0.323 0.340 -0.741 0.005
C -1.82737 0.47308 -1.76542 -0.061 -0.961 0.207 0.232
H -2.99715 -1.14972 -0.80032 0.455 0.261 0.237 -0.004
C -0.41085 0.65562 -1.99948 0.426 -1.521 -0.612 0.017
C 0.26866 -0.47287 -1.32544 -0.462 0.008 -1.991 0.008
H 0.03540 1.23943 -2.80769 -0.253 -0.283 0.302 0.001
C 0.28889 -0.50211 2.07687 -0.222 0.696 0.419 0.067
C -1.03403 -0.64966 2.51807 0.226 0.336 0.217 0.029
C -1.73540 0.58955 2.38105 0.974 0.092 -0.779 0.042
H -1.49007 -1.54398 2.94267 0.292 0.086 -0.345 0.000
C -0.84113 1.50863 1.80748 -0.152 -1.034 0.368 0.023
C 0.48457 0.88683 1.66367 -1.133 -1.066 1.453 0.039
H -2.61600 1.12362 -2.14109 0.222 -0.216 0.192 0.013
H 1.32450 -0.70048 -1.44928 -0.273 -0.465 -0.003 -0.002
H -0.57613 -2.26849 -0.28007 0.094 0.495 0.103 0.009
H 1.44582 1.41666 1.60277 -0.215 -0.198 0.309 0.003
H -2.78710 0.80760 2.59512 0.456 -0.283 -0.086 0.002
H 1.06590 -1.26210 2.01305 -0.313 0.141 0.027 0.001
Ni 0.27782 1.09853 -0.23239 -0.474 -3.164 0.585 1.208
C -1.07311 2.95040 1.49633 0.097 0.203 0.148 0.000
C -0.11115 3.64329 2.45491 0.202 0.588 0.315 0.000
C -2.49808 3.41340 1.79558 -0.121 0.165 0.055 0.001
H -0.28974 3.19407 3.44078 0.043 0.237 -0.155 0.001
H -0.28265 4.71908 2.52481 0.065 0.179 -0.062 0.000
H 0.93496 3.47022 2.19652 -0.259 0.085 0.045 0.000
H -2.69564 3.22638 2.86623 -0.079 0.183 -0.458 0.000
H -3.27001 2.89930 1.19559 0.396 0.053 0.200 0.000
H -2.57710 4.49651 1.59363 -0.059 -0.320 0.158 0.000
C -0.76124 3.06831 -0.01647 0.015 0.625 -0.208 0.045
C 0.07507 4.21601 -0.57676 1.618 -1.937 1.673 0.006
H -1.62087 2.70654 -0.59569 0.425 0.333 0.099 0.001
H 0.20188 2.48429 -0.17787 -0.722 2.670 0.307 0.005
O 1.20531 4.16829 -0.04325 -1.552 2.641 -1.847 0.012
N -0.33513 4.88254 -1.73107 1.065 0.862 -0.064 0.003
C -0.33588 4.01069 -2.94368 0.076 -0.439 0.239 0.000
H 0.30828 5.65506 -1.89367 -0.019 -0.172 0.043 0.000
C -1.71199 3.47624 -3.26982 -0.785 0.053 -0.274 0.000
C -1.90885 2.57251 -4.33512 -0.054 0.350 0.457 0.000
H -1.04533 2.27489 -4.94139 -0.381 -0.018 0.217 0.000
C -3.18575 2.06718 -4.59903 0.290 0.273 0.089 0.002
H -3.32256 1.35885 -5.41813 -0.003 0.195 0.278 0.000
C -4.27395 2.47058 -3.81800 0.060 0.175 0.088 0.000
H -5.26646 2.07727 -4.02598 0.184 0.021 0.043 0.000
C -4.09831 3.39967 -2.78834 0.534 0.110 -0.142 0.000
H -4.93330 3.75556 -2.18230 0.138 -0.221 -0.255 0.000
C -2.81914 3.91266 -2.52532 -0.040 -0.135 -0.323 0.001
H -2.65732 4.68096 -1.75745 -0.181 -0.527 -0.318 0.000
H 0.36355 3.15759 -2.77779 -0.396 0.600 -0.242 0.000
H 0.05704 4.59125 -3.79455 -0.146 -0.100 0.411 0.000
O 3.16540 -4.28260 0.50923 -0.690 0.587 0.143 0.000
N 2.27411 -3.40965 0.63061 -0.058 0.162 -0.159 0.000
O 1.06716 -3.74189 0.83016 1.010 0.282 -0.161 0.000
O 2.57650 -2.17726 0.54139 -0.260 -1.011 0.039 0.000

=====

[3]
99
Properties=species:S:1:pos:R:3:forces:R:3:lowdin_charge:R:1 method="wB97M-V/def2-TZVPD" total_energy_ev=-108950.28471 de_lowest_kj_mol=0.0 homo_lumo_gap_ev=6.42 homo_energy_ev=-6.9 multiplicity=1
Sc -14.15206 -13.11213 -4.57170 0.370 0.498 0.309 0.961
C -14.65985 -17.39221 -2.93795 -0.526 -0.979 0.500 -0.020
C -14.63615 -16.13669 -3.70610 0.081 -0.214 -0.485 -0.307
N -14.39151 -14.99143 -3.21551 0.152 1.000 -0.730 -0.009
N -14.02239 -14.81376 -1.92362 -0.185 -0.907 0.274 0.106
C -13.92839 -13.54460 -1.66454 -0.129 1.232 -0.431 -0.391
O -14.21318 -12.59033 -2.51808 0.052 -1.135 0.869 -0.170
C -13.37307 -13.15156 -0.33767 -0.051 -0.580 -0.632 -0.155
C -12.81186 -14.10901 0.48649 0.243 -0.655 0.549 -0.031
C -12.15266 -13.74936 1.65858 0.187 -0.018 -0.157 -0.074
C -12.02215 -12.39448 1.95592 0.089 0.324 0.859 -0.095
C -12.58887 -11.41880 1.13817 -0.198 -0.656 0.076 -0.074
C -13.27336 -11.83064 -0.00035 0.272 1.542 0.088 -0.038
C -15.01053 -16.12457 -5.15023 -0.400 0.570 -0.264 -0.207
C -15.41888 -17.26089 -5.84616 0.248 0.349 0.644 0.001
C -15.90988 -17.14865 -7.13547 -0.036 0.211 0.017 -0.041
C -15.97595 -15.88759 -7.68605 -0.192 0.766 -0.581 -0.047
C -15.52704 -14.78248 -6.96566 0.241 -0.887 0.128 -0.131
N -15.04764 -14.89587 -5.73339 0.033 -0.439 0.040 0.050
H -14.55351 -17.18210 -1.87776 0.137 0.132 0.006 0.073
H -15.66097 -17.86211 -3.05852 0.639 0.040 -0.047 0.099
H -13.86894 -18.11158 -3.21713 -0.375 0.306 -0.104 0.100
H -12.88331 -15.14074 0.17084 0.045 -0.040 0.102 0.107
H -11.69209 -14.50383 2.31987 -0.368 0.445 -0.499 0.110
H -11.50978 -12.09786 2.88488 -0.192 -0.124 -0.552 0.105
H -12.54592 -10.36515 1.38733 0.151 -0.098 0.017 0.100
H -13.66832 -11.06750 -0.66114 -0.149 -0.154 -0.029 0.112
H -15.38798 -18.19959 -5.32747 0.012 -0.342 -0.017 0.107
H -16.25865 -18.02216 -7.67145 0.023 0.024 -0.010 0.116
H -16.37367 -15.65921 -8.67435 0.051 -0.427 0.146 0.115
H -15.51685 -13.80191 -7.40519 -0.070 0.245 0.002 0.068
N -13.24301 -11.02861 -4.12712 -0.808 0.501 0.194 0.015
C -12.79352 -10.09733 -5.09537 0.732 0.127 -0.291 -0.230
C -11.50630 -9.57463 -4.93729 -0.771 0.421 0.183 -0.029
C -11.03504 -8.61861 -5.81547 0.794 0.384 -0.134 -0.094
C -11.81210 -8.18478 -6.88404 0.274 -0.291 0.030 -0.080
C -13.05780 -8.76957 -7.04662 0.556 0.343 -1.129 -0.052
C -13.56491 -9.74712 -6.20987 -0.268 -0.482 0.911 -0.137
C -14.93139 -10.30061 -6.41164 -0.650 0.108 -0.115 -0.184
C -15.79661 -9.44759 -7.13393 -0.305 -0.630 0.284 -0.056
C -17.11353 -9.81564 -7.38863 0.146 0.416 -0.070 -0.100
C -17.59088 -11.03466 -6.92360 0.604 0.569 0.135 -0.114
C -16.73722 -11.84231 -6.18242 0.024 -1.235 0.353 -0.201
C -15.39419 -11.56312 -5.88554 0.405 0.800 -0.367 -0.130
H -12.55672 -11.12156 -3.39541 0.261 -0.245 0.204 0.082
H -14.09979 -10.72571 -3.63448 0.462 0.004 -0.523 0.114
H -10.96176 -9.79762 -4.02460 0.146 -0.185 -0.201 0.108
H -10.03055 -8.21582 -5.66395 -0.313 -0.058 -0.043 0.105
H -11.42334 -7.46926 -7.62610 -0.281 -0.375 0.540 0.109
H -13.58174 -8.51007 -7.95899 -0.166 -0.042 0.171 0.105
H -15.48245 -8.46483 -7.48186 0.020 -0.287 0.189 0.098
H -17.72977 -9.07990 -7.91408 -0.061 -0.495 0.094 0.100
H -18.60463 -11.31767 -7.08755 -0.661 -0.244 -0.145 0.085
H -17.12372 -12.82068 -5.80343 0.067 0.819 -0.403 0.056
S -17.91632 -14.70646 -3.70864 0.190 -0.074 0.043 0.636
C -19.04045 -13.50721 -3.74207 0.602 0.513 -0.112 -1.186
N -18.78339 -12.18705 -3.82179 -0.878 -0.671 0.151 -0.070
C -19.89193 -11.28199 -3.65931 -0.130 0.517 -0.210 -0.226
C -21.13606 -12.07555 -4.09726 0.949 0.288 -0.602 -0.424
S -20.75339 -13.79601 -3.70171 -0.292 -0.210 0.176 0.922
H -17.86106 -11.82648 -3.75211 0.854 -0.089 -0.067 0.117
H -19.70122 -10.38530 -4.28086 -0.326 -0.426 0.225 0.128
H -19.95828 -10.95295 -2.61243 -0.159 -0.105 -0.121 0.121
H -21.27366 -12.01599 -5.18431 -0.082 0.156 0.298 0.079
H -22.00421 -11.73993 -3.57793 -0.684 0.144 0.256 0.064
C -15.10451 -12.20939 -10.24618 0.375 0.092 -0.208 -0.109
N -14.46020 -13.47537 -10.55786 0.020 0.073 0.190 -0.248
C -13.94147 -13.49669 -11.90548 0.858 0.383 -0.955 -0.083
C -13.56093 -13.94496 -9.60050 0.044 0.324 0.529 -0.784
S -12.91640 -12.97946 -8.39142 -0.161 -0.149 -0.315 0.754
N -13.26708 -15.25192 -9.70449 0.380 0.062 0.194 -0.201
C -14.03755 -16.18181 -10.50224 0.459 0.120 -0.538 -0.065
C -12.32764 -15.84742 -8.76662 0.280 -0.341 -0.081 -0.083
H -15.90337 -12.02890 -10.95581 -0.094 -0.054 -0.303 0.086
H -14.37893 -11.38076 -10.28833 -0.298 -0.099 0.189 0.082
H -15.55046 -12.28918 -9.27086 -0.045 0.294 0.479 0.057
H -13.23474 -12.64571 -12.08826 -0.401 -0.401 0.272 0.106
H -14.76115 -13.36294 -12.61969 0.125 -0.294 0.063 0.092
H -13.35695 -14.40939 -12.12225 -0.560 0.399 0.069 0.085
H -14.86720 -15.67346 -10.97435 -0.128 0.010 0.032 0.081
H -14.41070 -16.96612 -9.86637 -0.139 -0.448 0.231 0.073
H -13.39939 -16.61360 -11.28610 -0.196 -0.068 0.134 0.098
H -11.38764 -15.30347 -8.66893 -0.241 0.310 -0.195 0.076
H -12.06004 -16.84739 -9.12878 -0.310 0.100 0.180 0.093
H -12.77253 -15.87692 -7.77036 0.015 -0.216 0.080 0.071
C -11.97998 -13.64021 -5.03528 0.268 -0.104 0.457 -0.208
C -11.15564 -14.12737 -3.87560 -0.365 0.430 -0.547 -0.302
C -10.43483 -13.25076 -3.03904 -0.463 -0.085 -0.417 -0.063
C -9.77260 -13.72332 -1.93622 0.651 0.256 0.807 -0.111
C -9.76804 -15.06195 -1.56538 0.285 0.326 0.609 -0.124
C -10.49211 -15.91153 -2.35209 0.208 -1.161 -0.981 -0.113
C -11.11176 -15.48162 -3.52962 -0.374 0.098 0.804 -0.071
H -12.03731 -14.41829 -5.79108 -0.040 -0.261 -0.233 0.007
H -11.54791 -12.75946 -5.53936 -0.008 -0.150 0.250 0.038
H -10.39487 -12.18306 -3.25329 -0.041 -0.173 -0.103 0.096
H -9.21878 -13.02592 -1.32885 0.118 0.227 0.131 0.096
H -9.20968 -15.43265 -0.68803 -0.405 0.369 -0.544 0.106
H -10.44695 -16.97838 -2.13034 -0.299 0.141 -0.033 0.099
H -11.68761 -16.20418 -4.09503 0.077 -0.004 -0.238 0.097